Record 1
16
Properties=species:S:1:pos:R:3:lowdin_charge:R:1 method="wB97M-V/def2-TZVPD" homo_ev=-9.755 mol_weight_g_mol=103.12 smiles="C[C@@H](O)CC(N)=O" homo_lumo_gap_ev=10.35 relative_energy_kcal_mol=34.3
C -2.03095 -0.02477 -0.41335 -0.047
C -0.52166 0.17055 -0.35605 -0.439
O -0.23432 1.45204 0.21601 -0.068
C 0.29224 -0.86154 0.44282 -0.064
C 1.79965 -0.75127 0.01557 -0.490
N 2.38985 0.49105 0.39934 0.099
O 2.41790 -1.63247 -0.52169 0.102
H -2.49663 0.07607 0.57291 0.088
H -2.29782 -0.99455 -0.84234 0.085
H -2.45805 0.74993 -1.06489 0.081
H -0.13597 0.13326 -1.38508 0.147
H -0.63464 2.12948 -0.34401 0.105
H 0.10411 -0.66398 1.51563 0.131
H -0.04172 -1.88098 0.24683 0.118
H 2.13147 0.38687 1.38058 0.086
H 1.71655 1.22032 0.13770 0.065

---

Record 2
16
Properties=species:S:1:pos:R:3:mulliken_spin:R:1 method="wB97M-V/def2-TZVPD" homo_ev="-11.231 / -15.686" mol_weight_g_mol=97.14 total_charge=+1 multiplicity=3 homo_lumo_gap_ev="7.31 / 7.19" relative_energy_kcal_mol=74.9
C 1.91455 0.27524 -0.42263 0.736
C -1.26567 0.53323 0.37274 0.250
C 0.78337 -0.54268 -1.07220 0.103
C -1.58737 1.66120 1.22291 0.014
C 0.63091 -1.91423 -0.61422 -0.001
N 1.11417 0.86734 0.40230 0.742
N -0.08499 0.35069 -0.02051 0.046
H 2.97772 0.19596 -0.54360 0.017
H -2.08023 -0.01974 -0.16270 0.017
H 0.48332 -0.32511 -2.03006 0.032
H -2.30327 2.22562 0.73166 0.013
H -1.89159 1.48015 2.28696 0.018
H -0.65849 2.31692 1.39874 -0.002
H -0.06790 -2.60896 -1.10883 0.007
H 0.40113 -2.11982 0.45106 0.002
H 1.63433 -2.37581 -0.89163 0.002